Entry 1:
Molecular formula: CH9NO3
Method: DFT, wB97M-V/def2-TZVPD

Structure (XYZ):
```
14
Properties=species:S:1:pos:R:3:forces:R:3
C -1.19668 0.14995 3.02822 2.65 0.90 -0.63
N -0.94136 -0.18582 1.81880 -0.29 1.58 0.26
H -2.15975 -0.14420 3.40699 -0.07 -0.34 0.74
H -0.40840 0.75882 3.71463 -2.09 -1.09 -1.48
H -0.16190 0.36032 1.36865 -0.19 -1.04 1.00
H 1.04697 1.11883 -0.72402 0.81 0.40 0.81
H 2.07320 1.87658 0.20984 0.48 0.09 -0.32
O 1.20751 1.48719 0.17876 -1.21 -0.51 -0.39
H -1.83835 -1.10362 -1.11299 1.13 -0.79 -0.81
H -1.15503 -2.39619 -1.74085 -0.27 -0.26 0.30
O -1.16748 -1.44166 -1.76558 -0.61 1.11 0.50
H 0.80845 -0.59585 -2.32374 2.18 1.62 0.05
H 2.41908 -0.41598 -2.54095 -0.91 0.24 0.25
O 1.60314 0.07226 -2.30800 -1.60 -1.90 -0.29
```
Positions in Å, forces in eV/Å.

Properties
energy = -8814.477 eV
largest force on an atom = 2.867 eV Å⁻¹
LUMO energy = 0.7 eV
net charge = 0
SMILES = C=N.O.O.O
E_HOMO = -9.5 eV

Löwdin population analysis, charges in e, atoms 1 to 8: -0.163 -0.007 0.033 0.104 0.017 0.021 0.026 -0.080



Entry 2:
Molecular formula: C5H13S2
Method: DFT, wB97M-V/def2-TZVPD

Structure (XYZ):
```
20
Properties=species:S:1:pos:R:3:forces:R:3
C -4.01626 -0.09644 -0.54587 -0.14 0.22 -0.64
C -2.51319 -0.07496 -0.78585 -0.06 0.26 0.42
S -1.76007 1.50216 -0.24981 -0.03 -0.04 -0.35
H -4.51137 0.67623 -1.15481 0.11 -0.14 0.19
H -4.28337 0.08982 0.49385 0.10 -0.06 0.08
H -4.43280 -1.05881 -0.86146 -0.01 0.00 0.14
H -2.01960 -0.85482 -0.21177 0.05 -0.14 -0.12
H -2.26669 -0.21350 -1.83754 -0.10 -0.11 0.04
H -0.47650 1.06015 -0.69935 -0.34 0.35 0.65
C 2.42217 0.96357 1.26977 0.24 -0.12 0.25
C 2.52977 -0.53375 1.01037 0.18 -0.16 -0.07
C 2.41727 -0.88868 -0.47271 -0.82 0.48 -0.12
S 0.88017 -0.18974 -1.23609 0.59 -0.72 -0.52
H 3.14538 1.51272 0.66819 0.09 0.07 -0.12
H 2.61638 1.20468 2.32100 -0.06 -0.04 -0.03
H 1.43436 1.31018 0.99453 -0.17 0.11 -0.03
H 3.48407 -0.91486 1.41230 -0.11 0.02 -0.03
H 1.72274 -1.04564 1.54401 0.03 -0.01 0.02
H 2.37404 -1.97301 -0.61951 0.22 0.12 0.11
H 3.25351 -0.47530 -1.03925 0.22 -0.12 0.12
```
Positions in Å, forces in eV/Å.

Properties
energy = -27067.191 eV
largest force on an atom = 1.069 eV Å⁻¹
LUMO energy = 3.6 eV
net charge = -1
E_HOMO = -2.9 eV

Löwdin population analysis, charges in e, atoms 1 to 8: -0.219 -0.681 0.500 0.057 0.053 0.057 0.037 0.049



Entry 3:
Molecular formula: C5H8O2
Method: DFT, wB97M-V/def2-TZVPD

Structure (XYZ):
```
15
Properties=species:S:1:pos:R:3:forces:R:3
C 0.69059 -1.46460 -1.31242 0.00 -0.04 -0.07
C 0.45848 -0.79294 0.03549 0.14 0.01 0.03
C -0.92860 -0.12251 0.15320 -0.07 -0.01 0.06
C -0.77434 1.08151 1.03939 -0.16 -0.12 0.21
O -1.12182 1.17969 2.19394 0.11 -0.03 -0.43
C -0.03489 2.26755 0.40256 0.15 0.17 -0.42
O 0.20428 2.32572 -0.77791 -0.11 0.01 0.55
H -0.03757 -2.26053 -1.50065 0.07 0.10 0.04
H 1.69331 -1.90128 -1.36089 -0.16 0.03 0.00
H 0.60669 -0.72748 -2.11892 0.00 -0.12 0.11
H 1.23831 -0.03303 0.17394 -0.08 -0.12 -0.03
H 0.58476 -1.50485 0.85970 -0.05 0.10 -0.14
H -1.26535 0.21032 -0.83723 0.11 -0.04 0.19
H -1.67451 -0.79824 0.58013 0.11 0.11 -0.06
H 0.24962 3.06530 1.11538 -0.07 -0.04 -0.04
```
Positions in Å, forces in eV/Å.

Properties
energy = -9408.967 eV
largest force on an atom = 0.559 eV Å⁻¹
LUMO energy = -0.4 eV
net charge = 0
SMILES = CCCC(=O)C=O
E_HOMO = -9.8 eV

Löwdin population analysis, charges in e, atoms 1 to 8: -0.107 -0.247 -0.130 -0.370 0.112 -0.166 0.083 0.076



Entry 4:
Molecular formula: CH3N3O2Si
Method: DFT, wB97M-V/def2-TZVPD

Structure (XYZ):
```
10
Properties=species:S:1:pos:R:3:forces:R:3
C 0.55770 -0.53263 2.51081 0.63 -0.59 3.42
N 0.72902 -0.57076 3.67805 -0.41 0.26 -3.27
N -0.65135 0.58039 -0.06465 1.99 1.06 0.60
N -2.62142 -1.41427 1.07880 2.00 1.69 0.75
O -3.13505 -0.34470 0.68643 -0.11 -1.57 0.61
O -3.03353 -2.10608 1.98307 -0.20 0.41 -1.13
Si 0.11592 -0.69300 0.76242 -2.83 0.84 -0.79
H -1.57464 0.55021 0.37088 -0.88 0.65 -0.43
H -0.23000 1.55691 -0.14731 -0.98 -1.92 0.26
H 0.69646 -1.62729 -0.13000 0.80 -0.84 -0.01
```
Positions in Å, forces in eV/Å.

Properties
energy = -17523.865 eV
largest force on an atom = 3.530 eV Å⁻¹
LUMO energy (spin up / spin down) = -2.3 / -2.3 eV
net charge = 0
E_HOMO (spin up / spin down) = -9.0 / -9.0 eV

Löwdin population analysis, charges in e, atoms 1 to 8: -0.304 0.114 -0.119 -0.316 -0.105 -0.023 0.743 -0.028



Entry 5:
Molecular formula: C2H2Cl2O2S
Method: DFT, wB97M-V/def2-TZVPD

Structure (XYZ):
```
9
Properties=species:S:1:pos:R:3:forces:R:3
C 1.55580 -0.19126 -0.13728 0.12 -2.84 0.05
C 0.25378 -0.51081 -0.06342 0.32 -0.21 -0.22
O -2.06027 -0.01541 1.12628 0.21 -0.37 -0.05
O -0.47744 1.81425 0.67651 0.11 0.31 -0.30
S -1.09032 0.59088 0.28083 0.23 0.86 1.44
Cl -0.35024 -2.14120 -0.16720 0.39 0.21 -0.19
Cl -2.03939 0.87701 -1.44268 0.04 -0.03 -0.77
H 2.15947 -1.20867 -0.26564 -0.77 2.72 0.21
H 2.04863 0.78520 -0.00740 -0.65 -0.63 -0.18
```
Positions in Å, forces in eV/Å.

Properties
energy = -42079.676 eV
largest force on an atom = 2.848 eV Å⁻¹
LUMO energy = -0.4 eV
net charge = 0
SMILES = C=C(Cl)S(=O)(=O)Cl
E_HOMO = -10.9 eV

Löwdin population analysis, charges in e, atoms 1 to 8: 0.007 -0.867 -0.352 -0.334 0.227 0.671 0.442 0.117



Entry 6:
Molecular formula: CH12F3NaO9S
Method: DFT, wB97M-V/def2-TZVPD

Structure (XYZ):
```
27
Properties=species:S:1:pos:R:3:forces:R:3
Na -0.07327 0.65946 1.14162 -0.37 -0.16 -0.57
C 1.31385 -1.54706 -1.64539 0.26 1.16 -1.55
F 0.76610 -2.41272 -0.79607 -0.26 -0.15 0.50
F 1.21441 -0.29480 -1.11385 -0.06 -0.19 0.48
F 2.61518 -1.81698 -1.73490 0.01 -0.23 0.26
S 0.52633 -1.51663 -3.36578 0.21 -0.51 -0.52
O 1.59983 -1.03804 -4.21938 -0.52 -0.36 0.71
O 0.15349 -2.91812 -3.48779 0.07 0.77 -0.02
O -0.58682 -0.57558 -3.24937 0.22 -0.25 0.50
O -2.22327 2.53153 1.24648 0.14 0.04 0.18
H -2.96171 2.78938 0.68429 0.08 -0.03 0.02
H -1.62677 3.29086 1.22594 -0.05 -0.10 -0.13
O -1.01564 1.68493 -1.43364 0.48 -0.25 -0.11
H -1.92724 1.41789 -1.29797 0.01 -0.09 -0.11
H -0.67631 1.04729 -2.10641 -0.30 0.17 0.27
O -1.70446 -1.02122 0.04293 -0.08 -0.17 0.39
H -2.62638 -0.94468 -0.22567 0.13 0.02 -0.07
H -1.45749 -1.92888 -0.18014 0.09 0.20 -0.18
O -1.08530 -0.57742 3.21019 0.25 -0.02 0.03
H -1.85272 -1.15976 3.16476 0.06 0.11 -0.15
H -0.57504 -0.89588 3.96409 -0.08 0.06 -0.06
O 2.34598 -0.67206 1.55631 -0.26 -0.04 0.33
H 2.00506 -1.56296 1.70914 0.12 0.04 -0.18
H 3.19879 -0.65931 2.00552 -0.06 0.03 -0.10
O 1.19632 2.63881 1.48012 0.10 -0.10 0.26
H 2.04570 2.67012 1.01944 -0.19 -0.01 -0.06
H 1.41135 2.81184 2.40554 0.01 0.05 -0.14
```
Positions in Å, forces in eV/Å.

Properties
energy = -43065.511 eV
largest force on an atom = 1.951 eV Å⁻¹
LUMO energy = -0.9 eV
net charge = 0
E_HOMO = -8.5 eV

Löwdin population analysis, charges in e, atoms 1 to 8: 0.467 -0.640 0.113 0.068 0.127 0.491 -0.316 -0.331